(1)
DFT (the ωB97M-V functional and the def2-TZVPD basis) results for C37H20N11S2V as an isolated structure.

Each line ends with the Mulliken spin population.
Element x y z (Å)
V1 -0.196 -0.005 0.479  2.10
C1 5.222 1.057 3.911  -0.01
C2 5.356 -0.329 3.858  0.03
C3 4.398 -1.124 3.255  -0.01
C4 3.301 -0.485 2.699  0.03
C5 2.165 -0.960 1.941  0.05
N1 2.021 -2.212 1.596  -0.01
C6 1.073 -2.639 0.800  0.00
C7 1.001 -4.007 0.351  -0.04
C8 1.779 -5.127 0.613  0.02
C9 1.435 -6.304 -0.023  -0.03
C10 0.337 -6.375 -0.882  0.03
C11 -0.440 -5.263 -1.154  -0.06
C12 -0.091 -4.073 -0.533  0.04
C13 -0.640 -2.737 -0.583  -0.17
N2 -1.677 -2.422 -1.323  0.08
C14 -2.182 -1.215 -1.366  -0.10
N3 -1.671 -0.100 -0.760  -0.10
C15 -2.494 0.941 -1.091  0.06
N4 -2.384 2.188 -0.711  -0.04
C16 -1.428 2.628 0.064  0.13
N5 -0.411 1.888 0.597  -0.09
C17 0.373 2.744 1.317  0.23
N6 1.457 2.439 1.980  -0.09
C18 1.926 1.220 2.077  0.18
N7 1.359 0.081 1.580  -0.12
C19 3.156 0.910 2.771  0.00
C20 4.119 1.700 3.377  0.04
C21 -0.151 4.090 1.250  0.00
C22 0.282 5.296 1.777  0.03
C23 -0.464 6.426 1.489  0.00
C24 -1.624 6.351 0.719  0.02
C25 -2.068 5.148 0.199  0.01
C26 -1.311 4.016 0.458  0.02
C27 -3.577 0.486 -1.934  -0.04
C28 -4.658 1.134 -2.511  0.04
C29 -5.535 0.368 -3.260  -0.04
C30 -5.354 -1.007 -3.408  0.04
C31 -4.280 -1.660 -2.831  -0.05
C32 -3.382 -0.894 -2.105  0.03
N8 0.082 -1.892 0.224  -0.12
H1 6.003 1.638 4.378  0.00
H2 6.235 -0.787 4.287  0.00
H3 4.500 -2.197 3.204  0.00
H4 2.618 -5.063 1.288  0.00
H5 2.023 -7.194 0.151  0.00
H6 0.092 -7.322 -1.338  0.00
H7 -1.291 -5.308 -1.815  0.00
H8 4.012 2.773 3.414  0.00
H9 1.171 5.341 2.386  0.00
H10 -0.146 7.387 1.867  0.00
H11 -2.183 7.256 0.524  0.00
H12 -2.967 5.085 -0.393  0.00
H13 -4.804 2.192 -2.370  0.00
H14 -6.377 0.841 -3.743  0.00
H15 -6.076 -1.571 -3.979  0.00
H16 -4.145 -2.726 -2.923  0.00
S1 -1.598 -0.269 2.391  -0.07
C33 -2.212 -1.728 1.924  0.02
N9 -2.637 -2.750 1.602  -0.01
S2 1.784 0.411 -1.526  -0.02
C34 2.293 -0.863 -2.459  0.00
N10 1.523 -2.008 -2.572  0.00
C35 1.887 -3.035 -3.358  0.00
C36 3.048 -2.963 -4.071  0.00
C37 3.807 -1.780 -3.909  0.00
N11 3.445 -0.796 -3.144  0.00
H17 0.660 -2.063 -2.030  -0.01
H18 1.224 -3.889 -3.380  0.00
H19 3.373 -3.756 -4.720  0.00
H20 4.750 -1.652 -4.424  0.00

frontier orbital gap (spin up / spin down): 4.815 / 4.917 eV
spin multiplicity: 3
calculated total energy: -3764.87482 Ha
HOMO energy (spin up / spin down): -6.73 / -6.65 eV


(2)
DFT (the ωB97M-V functional and the def2-TZVPD basis) results for one molecule with the formula C4H8N3P.

Each line ends with the natural charge from an NBO analysis.
Element x y z (Å)
C1 2.311 0.771 -0.308  -0.29
C2 1.325 1.470 0.314  -0.07
C3 2.240 -0.598 -0.671  -0.66
C4 -0.262 -0.388 0.628  -0.08
N1 0.072 0.997 0.605  -0.50
N2 -2.209 -0.053 -0.694  -0.65
N3 -1.595 -0.675 0.451  -0.49
P1 1.076 -1.504 0.178  0.97
H1 3.061 1.498 -0.660  0.21
H2 1.464 2.499 0.281  0.19
H3 -0.430 1.677 1.138  0.42
H4 -2.378 0.953 -0.613  0.35
H5 -1.489 -0.177 -1.400  0.34
H6 -2.019 -1.551 0.716  0.40
H7 1.181 -2.296 1.546  -0.09
H8 0.486 -2.475 -0.552  -0.04

frontier orbital gap (spin up / spin down): 6.861 / 6.857 eV
calculated total energy: -662.59724 Ha
HOMO energy (spin up / spin down): -6.97 / -6.98 eV
energy relative to the best compared isomer or geometry (same formula, charge and spin): 115.57 kcal per mole


(3)
DFT (the ωB97M-V functional and the def2-TZVPD basis) results for one molecule with the formula C9H19N2O4P.

Each line ends with the natural charge from an NBO analysis.
Element x y z (Å)
O1 -1.998 0.663 -1.224  -0.66
O2 -1.069 1.769 1.856  -1.17
O3 0.776 3.299 1.419  -0.96
O4 -0.992 2.914 -0.394  -1.01
C1 -1.722 -0.249 -0.442  0.73
N1 -2.236 -1.088 1.851  -0.87
N2 -0.387 -0.422 -0.114  -0.65
C2 -2.983 -2.390 -0.042  -0.60
C3 -2.726 -0.959 0.446  -0.15
C4 3.035 -0.629 -1.104  -0.39
C5 1.956 -0.100 -2.058  -0.40
C6 2.472 -0.928 0.318  -0.40
C7 1.196 1.086 -1.429  -0.42
C8 1.729 0.272 0.921  -0.43
C9 0.601 0.678 -0.018  -0.18
P1 -0.177 2.220 0.753  2.33
H1 0.109 3.873 1.770  0.51
H2 -1.587 2.192 -0.754  0.53
H3 -2.890 -1.599 2.416  0.37
H4 -2.096 -0.113 2.261  0.42
H5 -0.373 -1.049 0.681  0.42
H6 -3.592 -2.918 0.698  0.21
H7 -2.052 -2.928 -0.160  0.21
H8 -3.470 -2.392 -1.029  0.22
H9 -3.670 -0.407 0.478  0.21
H10 3.488 -1.583 -1.482  0.21
H11 3.817 0.103 -1.018  0.19
H12 2.430 0.216 -3.006  0.21
H13 1.251 -0.929 -2.268  0.21
H14 3.310 -1.227 0.920  0.21
H15 1.812 -1.787 0.240  0.20
H16 0.420 1.441 -2.120  0.24
H17 1.886 1.929 -1.341  0.21
H18 1.286 -0.028 1.869  0.23
H19 2.449 1.071 1.106  0.23

frontier orbital gap: 10.461 eV
calculated total energy: -1106.28117 Ha
HOMO energy: -9.64 eV
structure (SMILES): C[C@@H](N)C(=O)NC1(P(=O)(O)O)CCCCC1
energy relative to the best compared isomer or geometry (same formula, charge and spin): 0.00 kcal per mole